41
Properties=species:S:1:pos:R:3 method="wB97M-V/def2-TZVPD" e_homo_ha=-0.132 e_above_lowest_kcal_mol=0.3 total_charge=-2 multiplicity=1
Na -0.551 0.307 -0.118
C -4.476 -1.804 0.231
F -4.605 -3.132 0.229
F -5.670 -1.213 0.008
F -4.068 -1.418 1.466
S -3.161 -1.213 -0.980
O -1.966 -2.021 -0.811
O -3.748 -1.433 -2.297
O -2.921 0.201 -0.651
C 1.992 3.945 2.034
F 0.845 4.181 2.668
F 2.135 4.894 1.072
F 3.029 4.095 2.875
S 2.039 2.204 1.290
O 0.696 2.043 0.734
O 3.086 2.335 0.283
O 2.350 1.327 2.407
C -1.110 -2.807 3.760
F -0.888 -1.888 4.711
F -0.762 -3.988 4.308
F -2.402 -2.869 3.474
S -0.056 -2.472 2.209
O -0.328 -3.689 1.475
O -0.615 -1.247 1.646
O 1.297 -2.315 2.706
C 0.364 3.018 -2.493
O 0.219 1.639 -2.232
C 1.224 0.818 -2.824
C 0.885 -0.631 -2.692
O 0.984 -1.075 -1.339
C 2.281 -1.378 -0.886
H 0.588 3.201 -3.547
H 1.141 3.439 -1.850
H -0.594 3.426 -2.177
H 2.156 1.032 -2.281
H 1.326 1.136 -3.871
H 1.559 -1.256 -3.285
H -0.158 -0.814 -2.955
H 2.145 -1.922 0.048
H 2.990 -0.554 -0.769
H 2.750 -2.101 -1.576



23
Properties=species:S:1:pos:R:3 method="wB97M-V/def2-TZVPD" smiles=Cc1cn(SF)c(C2(O)COC2)[nH+]1 e_homo_ha=-0.481 e_above_lowest_kcal_mol=0.0 total_charge=+1 multiplicity=1
C 1.484 -1.656 -0.154
C 0.159 -2.017 -0.172
C 0.259 0.141 -0.022
C -1.061 2.097 1.123
C -1.330 1.906 -0.930
C -0.129 1.550 -0.060
C -0.447 -3.384 0.059
N 1.511 -0.262 -0.054
N -0.596 -0.867 -0.041
O -2.122 2.264 0.159
O 1.002 2.307 -0.332
F 3.804 -0.489 0.291
S 2.813 0.829 0.079
H 2.373 -2.250 -0.161
H -1.387 1.276 1.776
H -0.841 3.068 1.611
H -1.069 2.935 -1.439
H -1.642 1.370 -1.868
H -1.473 -3.188 0.514
H -0.463 -3.998 -0.823
H 0.108 -3.946 0.817
H -1.652 -0.804 0.213
H 0.697 3.121 -0.586



25
Properties=species:S:1:pos:R:3 method="wB97M-V/def2-TZVPD" e_homo_ha=-0.387 multiplicity=1
C 2.795 -0.349 -0.588
C 1.783 -0.885 0.391
N 1.968 -1.004 1.634
C 0.420 -1.293 -0.135
C -0.551 -0.122 -0.191
C -1.785 -0.418 -1.086
C -3.050 -0.711 -0.314
O -3.188 -1.515 0.541
F -4.049 0.157 -0.625
C -0.873 0.419 1.210
O -1.211 1.799 0.969
S -0.059 2.361 0.028
O 1.125 2.569 0.787
O -0.596 3.373 -0.803
O 0.108 1.029 -0.829
H 3.626 -1.054 -0.676
H 3.190 0.601 -0.223
H 2.373 -0.187 -1.579
H 2.902 -0.686 1.898
H 0.003 -2.037 0.550
H 0.495 -1.748 -1.125
H -1.939 0.414 -1.768
H -1.591 -1.315 -1.677
H 0.009 0.355 1.849
H -1.711 -0.062 1.704



21
Properties=species:S:1:pos:R:3 method="wB97M-V/def2-TZVPD" e_homo_ha=-0.077 e_above_lowest_kcal_mol=13.3 total_charge=-1 multiplicity=1
N 6.016 0.343 1.045
C 5.245 0.703 0.312
C 3.962 1.241 -0.313
C 2.814 0.150 -0.426
I 3.475 -1.843 0.087
C 1.710 0.544 0.513
N 0.994 0.889 1.300
H 3.590 2.097 0.284
H 4.240 1.653 -1.304
H 2.428 0.114 -1.456
C -4.277 -0.511 -0.569
C -3.032 -1.196 0.038
C -2.072 -0.101 0.550
O -2.410 -1.896 -0.933
H -4.014 0.142 -1.406
H -4.997 -1.252 -0.927
H -4.791 0.110 0.185
H -3.393 -1.735 0.948
H -1.744 0.566 -0.253
H -1.185 -0.541 1.009
H -2.562 0.523 1.316



21
Properties=species:S:1:pos:R:3 method="wB97M-V/def2-TZVPD" smiles=COc1cccc(OC)n1.I e_homo_ha=-0.302 e_above_lowest_kcal_mol=14.1 multiplicity=1
C 1.609 -1.286 -1.140
C 1.756 0.079 -0.832
C -0.775 -1.074 -0.553
C 0.350 -1.797 -0.980
C 0.599 0.712 -0.394
C -3.011 -1.030 0.106
C -0.473 2.650 0.276
N -0.622 0.207 -0.213
O -1.929 -1.765 -0.497
O 0.721 2.001 -0.104
I 4.325 0.351 3.530
H 2.572 -1.853 -1.376
H 2.626 0.712 -0.855
H 0.210 -2.838 -1.236
H 4.037 -0.802 2.403
H -3.961 -1.317 -0.184
H -2.940 0.007 -0.219
H -2.838 -1.024 1.318
H -0.956 1.864 0.999
H -0.989 2.571 -0.722
H -0.312 3.632 0.673



18
Properties=species:S:1:pos:R:3 method="wB97M-V/def2-TZVPD" e_homo_ha=-0.522 e_above_lowest_kcal_mol=111.8 total_charge=+1 multiplicity=1
C -0.040 0.525 0.663
C 0.906 1.571 0.221
C 2.379 -0.577 0.399
C -0.447 -1.424 0.131
C 1.628 0.372 -0.520
C 0.927 -0.797 0.135
C -2.466 0.124 0.022
N -1.117 -0.236 0.389
H 0.324 2.389 -0.468
H 1.427 2.186 0.909
H 3.128 -1.287 -0.059
H 2.681 -0.336 1.442
H -0.813 -1.966 -0.768
H -0.709 -2.331 0.758
H 1.895 0.378 -1.633
H -2.450 0.047 -1.104
H -2.377 1.145 0.174
H -3.269 -0.427 0.588



18
Properties=species:S:1:pos:R:3 method="wB97M-V/def2-TZVPD" smiles="CC1=CC(C)=[N+]=C1C" e_homo_ha=-0.533 e_above_lowest_kcal_mol=43.2 total_charge=+1 multiplicity=1
C -0.560 -0.593 0.265
C -0.286 0.814 -0.371
C 1.584 0.027 0.301
C 0.692 -1.105 0.436
C -1.872 -1.161 0.166
C -1.352 1.633 -0.950
C 3.076 0.121 0.343
N 0.983 1.093 -0.248
H 1.006 -2.068 0.679
H -2.601 -0.367 0.298
H -1.908 -2.093 0.787
H -1.962 -1.286 -0.888
H -2.161 1.036 -1.246
H -0.956 2.323 -1.758
H -1.748 2.354 -0.123
H 3.427 0.705 1.185
H 3.477 0.523 -0.626
H 3.593 -0.828 0.666



18
Properties=species:S:1:pos:R:3 method="wB97M-V/def2-TZVPD" e_homo_ha="-0.508 / -0.505" e_above_lowest_kcal_mol=171.7 total_charge=+1 multiplicity=1
C 0.731 -0.918 0.738
C -0.513 -0.657 0.416
C 0.474 -2.108 1.557
C -1.103 -1.802 1.172
C -0.324 1.858 0.176
C 0.602 1.104 -0.685
C 1.185 1.463 -2.056
N -0.732 0.512 -0.353
H 1.073 -3.040 1.099
H 0.513 -1.759 2.623
H -1.806 -1.654 2.010
H -1.634 -2.454 0.516
H -0.053 1.867 1.144
H -0.872 2.622 -0.372
H 2.214 1.465 -1.949
H 0.891 2.504 -2.280
H 0.859 0.646 -2.652
H -1.503 0.350 -1.104



19
Properties=species:S:1:pos:R:3 method="wB97M-V/def2-TZVPD" smiles="C=C(CC)n1ccnc1" e_homo_ha=-0.315 e_above_lowest_kcal_mol=50.1 multiplicity=1
C 1.740 3.034 0.522
C 1.774 1.904 -0.317
C 0.113 1.827 1.096
C 1.441 -1.109 -0.473
C 0.462 -0.189 -0.405
C -1.892 -1.115 0.262
C -1.032 -0.502 -0.766
N 0.668 2.978 1.371
N 0.750 1.051 0.104
H 2.265 3.851 0.308
H 2.435 1.789 -1.131
H -0.878 1.650 1.602
H 2.459 -0.932 -0.034
H 1.447 -2.144 -0.907
H -2.268 -0.319 0.909
H -1.404 -1.912 0.705
H -2.845 -1.485 -0.109
H -0.918 -1.217 -1.620
H -1.396 0.435 -1.321



22
Properties=species:S:1:pos:R:3 method="wB97M-V/def2-TZVPD" smiles="CN(C)C(=S)[C@H]1C=C(O)N=C1O" e_homo_ha=-0.301 e_above_lowest_kcal_mol=67.7 multiplicity=1
C 1.989 0.252 -0.962
C 1.210 -0.968 -0.519
C 3.211 0.153 -0.467
C 2.311 -1.507 0.472
C -0.287 -1.145 -0.212
C -0.667 1.217 0.425
C -2.520 -0.346 0.060
N 3.489 -0.945 0.382
N -1.093 -0.097 -0.083
O 4.129 1.057 -0.731
O 2.046 -2.513 1.250
S -0.868 -2.766 0.010
H 1.626 0.872 -1.704
H 1.193 -1.764 -1.423
H -0.618 1.858 -0.391
H -1.413 1.707 0.954
H 0.296 1.280 1.020
H -2.979 -0.025 0.931
H -3.209 0.106 -0.698
H -2.797 -1.330 0.172
H 4.857 0.796 -0.222
H 1.138 -3.013 1.145